1.
26
Properties=species:S:1:pos:R:3 method="wB97M-V/def2-TZVPD" de_lowest_kj_mol=146.7 molar_mass_g_mol=222.07 e_homo_ev=-10.3 total_energy_ha=-1668.20830 charge=0 gap_ev=7.9 lumo_ev=-2.3
O 2.38 28.43 7.87
V 3.60 29.50 7.93
O 3.30 30.45 9.20
C 5.08 27.50 9.85
O 5.28 28.26 8.67
H 4.01 27.54 10.08
H 5.42 26.48 9.73
H 5.58 27.95 10.71
O 4.33 25.17 7.82
H 3.42 25.43 8.02
H 4.76 25.98 7.55
O 7.11 27.10 6.52
H 6.61 27.65 7.16
H 6.89 27.44 5.65
O 4.22 28.74 6.00
H 5.02 29.07 5.57
H 4.03 27.90 5.58
O 7.52 29.99 8.23
H 6.91 29.26 8.48
H 7.64 30.50 9.04
O 3.55 24.03 10.49
H 3.93 24.76 10.00
H 3.65 23.27 9.90
O 6.98 24.46 10.86
H 7.81 24.81 10.51
H 6.30 24.88 10.31

2.
24
Properties=species:S:1:pos:R:3 method="wB97M-V/def2-TZVPD" de_lowest_kj_mol=240.1 molar_mass_g_mol=136.15 e_homo_ev=-9.3 total_energy_ha=-533.33264 charge=0 smiles=NCN.O.O.O.O.O gap_ev=9.7 lumo_ev=0.3
N 1.89 -1.69 -1.48
C 0.85 -1.56 -0.39
N 1.16 -0.55 0.54
H 2.36 -0.96 -1.97
H 2.36 -2.53 -1.45
H -0.24 -1.44 -0.76
H 0.88 -2.49 0.04
H 2.19 -0.66 0.54
H 0.93 0.43 0.12
H -2.31 -0.65 1.72
H -1.24 0.44 1.43
O -2.07 0.07 1.21
H 1.10 2.99 -1.24
H 1.87 1.77 -0.91
O 1.95 2.60 -1.38
H -2.07 1.94 -0.23
H -1.46 1.01 -1.16
O -1.30 1.60 -0.52
H 1.56 0.52 3.43
H 0.65 0.33 2.31
O 0.69 0.89 3.14
H -2.93 -1.32 -0.65
H -3.65 -0.03 -0.91
O -3.17 -0.69 -1.43

3.
24
Properties=species:S:1:pos:R:3 method="wB97M-V/def2-TZVPD" de_lowest_kj_mol=171.0 molar_mass_g_mol=156.20 e_homo_ev=-8.8 total_energy_ha=-897.25797 charge=0 smiles=CS.O.O.O.O.O.O gap_ev=9.1 lumo_ev=0.2
C -1.57 -1.92 0.76
S -1.39 -0.29 1.54
H -0.74 -2.20 0.12
H -1.78 -2.73 1.48
H -2.49 -1.82 0.14
H -0.11 -0.27 1.51
H -0.18 2.50 -0.47
H -0.19 1.11 -0.66
O 0.12 1.75 -0.05
H 1.78 1.44 0.72
H 3.22 1.37 1.33
O 2.43 1.89 1.23
H -1.28 -0.58 -2.87
H 0.23 -0.09 -2.42
O -0.75 -0.06 -2.22
H -1.97 2.93 -1.92
H -1.79 1.87 -3.10
O -1.40 2.39 -2.43
H 1.59 -2.06 -0.57
H 1.09 -0.78 -1.23
O 1.59 -1.53 -1.43
H 1.23 -1.67 2.39
H 2.55 -2.29 2.19
O 1.84 -2.00 1.69